Model 1:
Here is C21H56O7 as an isolated structure from the Open Molecules 2025 dataset. Energies are from wB97M-V/def2-TZVPD.

Values from the calculation:
E_HOMO   -8.311 eV
Frontier orbital gap   8.78 eV

Each line ends with the Mulliken charge.
Cartesian coordinates (Å):
H 0.91 1.08 0.46  1.067
H 3.11 -2.31 -3.27  0.489
O 0.95 0.26 -0.04  -1.115
H -2.28 -0.43 -0.67  0.421
H 2.13 -1.28 0.66  0.656
C 2.65 -2.00 -2.34  -1.730
H -0.18 -1.47 0.29  -0.042
H 2.48 1.19 0.79  -0.900
H -0.57 -2.53 -3.20  0.796
O 0.93 2.11 0.95  -0.563
H -1.12 -4.10 -1.92  0.386
H -0.78 -1.26 -3.44  -0.794
H 0.81 -2.42 -0.52  0.820
H -1.33 -0.64 2.27  0.355
O 4.21 0.88 1.81  -0.676
C -2.48 0.26 3.79  -2.233
H 1.82 4.50 0.21  0.303
H 4.93 0.26 1.88  0.456
H -0.54 3.70 -0.26  0.178
H -1.74 1.15 -0.37  0.428
H -2.70 -3.97 -1.04  0.309
H -1.78 -1.23 -4.71  0.442
H -0.04 2.20 -2.81  0.420
C -3.30 2.64 3.99  -1.276
H -2.94 1.13 5.70  0.313
C -0.30 -0.38 0.31  1.888
H -1.89 0.87 -3.42  0.224
C 1.65 4.37 1.28  -1.504
O -1.12 1.49 -5.30  -0.597
H 3.28 -1.25 -1.86  -0.108
H 1.76 1.83 1.34  -0.217
O 0.39 -3.05 0.07  -0.775
O 0.64 -1.63 -1.12  0.743
C -1.02 0.76 -4.07  0.696
H -1.10 4.74 1.18  0.503
H 2.89 -2.91 -1.80  0.383
C -0.75 3.77 0.81  -1.024
C 4.03 0.40 -0.64  -1.782
C 3.30 0.47 0.78  1.805
H 1.04 1.58 -4.03  0.514
H 0.53 -3.79 -2.54  0.519
H -4.45 -0.23 4.04  0.345
C -1.62 -4.10 -0.95  -1.840
H 0.31 0.07 2.34  -0.241
H -1.45 -5.08 -0.51  0.428
H -1.48 3.00 1.04  0.087
H 0.02 -0.88 -4.96  0.295
H -2.36 3.19 3.91  0.232
H 1.49 5.34 1.76  0.403
H 0.30 3.24 2.58  0.291
H 3.66 -1.53 1.53  0.647
H -1.12 0.97 1.77  0.621
C -3.25 1.23 4.66  0.787
C -1.55 -3.21 1.36  -1.682
C 2.86 -0.82 1.34  -1.183
C -0.61 0.01 1.76  -1.759
C -0.88 -0.71 -4.38  -0.312
H 3.32 0.18 -1.44  0.237
H -3.74 2.52 3.00  0.338
H -2.62 -3.37 1.36  0.321
H -2.77 0.23 2.74  0.705
H 2.33 -0.51 2.24  0.229
H 4.75 -0.41 -0.60  0.435
C -1.36 0.15 -0.61  -0.741
H 1.00 -0.81 -0.77  -0.591
H -1.05 0.23 -1.65  -0.672
H -2.47 -0.76 4.17  0.422
H 0.81 -3.09 -4.13  0.443
H -1.30 -2.07 -0.38  -0.130
O -4.52 0.59 4.55  -0.612
H 0.60 0.53 -2.69  -0.478
H 2.58 3.87 1.54  0.491
H -1.18 -4.06 1.94  0.399
C 0.54 3.36 1.52  0.388
H 1.01 -0.84 -2.95  -0.147
C 0.22 1.30 -3.36  -0.695
C 1.17 -1.76 -2.39  1.450
H -1.44 0.57 3.75  0.467
H -1.39 -2.34 2.00  0.169
C 0.46 -2.87 -3.12  -2.373
C -1.01 -3.07 -0.03  1.875
H 4.50 1.38 -0.77  0.396
H -3.98 3.24 4.59  0.401
H -0.78 2.36 -5.05  0.379

Model 2:
Here is a 7-piece molecular cluster, C21H56O7 overall from the Open Molecules 2025 dataset. Energies are from wB97M-V/def2-TZVPD.

Values from the calculation:
SMILES string   CC(C)O.CC(C)O.CC(C)O.CC(C)O.CC(C)O.CC(C)O.CC(C)O
E_HOMO   -9.671 eV
Frontier orbital gap   10.25 eV

Each line ends with the Mulliken charge.
Cartesian coordinates (Å):
H -3.89 -14.83 14.99  0.284
H -6.30 -16.88 12.60  0.105
H -9.74 -15.10 9.41  0.306
H -7.19 -15.04 14.01  0.003
C -12.41 -9.87 17.96  0.426
H -13.14 -8.91 19.79  0.432
H -9.39 -13.66 15.72  0.274
C -6.62 -17.21 18.59  -1.357
H -9.40 -6.40 17.76  0.344
H -1.42 -13.78 13.74  0.338
C -9.15 -13.01 16.56  -0.389
H -8.37 -10.47 17.43  0.077
C -2.34 -13.46 15.66  0.438
C -6.17 -14.82 19.38  -1.294
H -6.89 -17.42 19.63  0.355
H -13.50 -11.56 18.86  0.428
C -8.31 -11.84 16.03  0.581
H -5.59 -15.68 17.49  -0.375
H -8.41 -16.23 12.15  0.299
H -1.26 -15.12 14.85  0.350
H -7.33 -7.87 18.11  0.231
H -0.27 -13.63 15.07  0.352
H -9.33 -13.37 9.35  0.381
C -7.10 -17.11 13.31  0.913
O -11.24 -9.73 17.14  -0.488
C -7.11 -16.06 14.40  -0.581
H -4.48 -13.31 15.75  -0.055
H -4.39 -16.50 19.89  0.326
H -6.98 -19.27 13.09  0.388
H -10.06 -12.60 17.00  -0.037
H -7.50 -17.08 17.96  0.306
C -7.21 -7.44 20.21  -1.370
C -5.73 -15.98 18.53  1.224
H -6.31 -11.65 15.15  0.461
H -7.89 -7.49 21.06  0.399
H -7.78 -16.79 9.98  0.339
H -13.26 -9.56 17.35  0.327
H -3.84 -13.30 14.13  0.401
H -6.12 -16.17 10.02  0.273
H -8.77 -14.42 8.08  0.383
C -8.97 -14.38 9.15  -1.351
H -6.12 -15.05 20.45  0.412
C -6.93 -18.50 13.86  -1.630
H -10.48 -9.61 17.73  0.270
H -7.19 -14.52 19.14  0.283
C -7.11 -16.03 9.58  -1.324
H -7.02 -16.22 8.51  0.423
H -8.52 -13.58 17.25  -0.070
H -12.56 -11.94 17.39  0.294
C -12.58 -11.35 18.31  -1.272
C -8.01 -7.57 18.92  0.477
H -11.41 -9.49 19.77  0.176
H -11.95 -8.02 18.92  0.262
H -7.76 -18.71 14.55  0.361
H -7.47 -12.55 14.16  0.203
C -7.15 -12.34 15.19  -0.774
H -8.06 -13.62 11.47  0.203
H -9.48 -6.18 19.50  0.260
O -8.95 -8.67 19.02  -0.329
O -7.73 -11.14 17.16  -0.520
H -6.70 -6.48 20.22  0.390
H -6.06 -18.06 18.21  0.345
H -7.94 -16.21 15.10  0.287
O -2.16 -12.05 15.82  -0.581
O -8.34 -17.09 12.59  -0.658
H -6.94 -13.89 9.50  0.224
H -6.02 -18.60 14.44  0.369
C -8.79 -6.30 18.65  -1.301
C -12.22 -9.03 19.22  -1.117
H -6.20 -16.05 15.00  0.076
H -6.76 -13.29 15.58  -0.209
H -6.44 -8.20 20.33  0.328
C -3.72 -13.76 15.11  -0.737
H -8.13 -5.45 18.56  0.418
O -4.39 -16.37 18.94  -0.587
H -8.89 -11.13 15.44  0.452
H -2.19 -11.84 16.76  0.342
H -5.48 -13.99 19.24  0.348
C -1.24 -14.03 14.79  -1.419
H -9.07 -8.84 19.96  0.182
H -2.24 -13.94 16.65  0.274
C -7.65 -14.66 9.86  0.572
H -11.77 -11.66 18.97  0.245
O -7.77 -14.52 11.29  -0.396

Energy ordering: model 2 at the bottom, the next structure 291.7 kcal/mol above.

Model 1:
Here is a 2-piece molecular cluster, C3H3ClO2 overall from the Open Molecules 2025 dataset. Energies are from wB97M-V/def2-TZVPD.

Values from the calculation:
E_HOMO   -8.928 eV
Frontier orbital gap   8.33 eV

Each line ends with the Mulliken charge.
Cartesian coordinates (Å):
Cl 1.72 -2.06 -0.46  -0.071
C 3.36 1.03 -0.12  0.798
H -0.06 -1.16 1.51  0.284
C 1.37 -0.46 -0.06  -0.039
H 0.02 0.53 1.15  0.319
H 1.45 0.04 1.84  0.311
C 0.69 -0.28 1.20  -0.824
O 3.76 0.97 -1.21  -0.371
O 3.10 1.13 0.99  -0.406

Model 2:
Here is a 2-piece molecular cluster, C3H3ClO2 overall from the Open Molecules 2025 dataset. Energies are from wB97M-V/def2-TZVPD.

Values from the calculation:
SMILES string   C=C=O.O=CCl
E_HOMO   -9.225 eV
Frontier orbital gap   9.73 eV

Each line ends with the Mulliken charge.
Cartesian coordinates (Å):
Cl 1.38 1.67 1.73  -0.139
C -0.10 -0.98 -0.84  -0.899
H -0.64 2.13 2.40  0.305
C 0.30 -2.01 -1.55  0.667
O -0.79 1.80 0.28  -0.342
H -0.31 -1.38 0.11  0.278
H -0.32 -0.14 -1.45  0.317
C -0.32 1.87 1.35  0.171
O 0.79 -2.95 -2.03  -0.358

Model 3:
Here is an isolated molecule of C3H3ClO2 from the Open Molecules 2025 dataset. Energies are from wB97M-V/def2-TZVPD.

Values from the calculation:
SMILES string   O=C1O[C@H]1CCl
E_HOMO   -9.354 eV
Frontier orbital gap   9.91 eV

Each line ends with the Mulliken charge.
Cartesian coordinates (Å):
C -1.03 -0.94 -1.00  0.676
O -1.33 -1.11 -2.12  -0.362
H 1.06 -0.25 1.36  0.342
O -0.85 -1.19 0.21  -0.287
C -0.49 0.30 0.16  -0.197
C 0.88 0.50 0.67  -0.569
Cl 2.20 0.40 -0.76  -0.232
H -1.45 0.77 0.52  0.314
H 1.02 1.52 0.95  0.316

Energy ordering: model 2 at the bottom, the next structure 23.0 kcal/mol above.